Here is a structure of composition C16H27BF2MnN9OS at a distorted geometry from OMol25. Energies are from wB97M-V/def2-TZVPD.

## Properties
HOMO-LUMO gap (spin up / spin down) = 5.92 / 5.88 eV
LUMO level (spin up / spin down) = -3.6 / -3.6 eV
E = -80749.490 eV
ΔE to the lowest compared entry with this formula, charge and spin = 60.6 kcal/mol

ORCA input file:
```
! wB97M-V def2-TZVPD RIJCOSX def2/J DEFGRID3
* xyz 1 2
Mn -0.220 0.009 -0.173
N 2.950 -3.351 3.158
C 2.026 -3.070 1.964
C 0.819 -2.279 2.419
C 1.093 -0.805 2.782
N 0.115 0.026 2.070
C 2.499 -0.339 2.397
C 2.950 -0.838 1.024
N 2.148 -0.137 0.016
C 2.803 -2.368 0.859
H 2.450 -3.844 3.898
H 3.302 -2.472 3.538
H 3.749 -3.920 2.875
H 1.709 -4.054 1.621
H 0.284 -2.800 3.218
H 0.158 -2.256 1.549
H 0.988 -0.679 3.863
H 0.302 1.017 2.201
H -0.821 -0.145 2.425
H 3.227 -0.615 3.169
H 2.516 0.754 2.391
H 4.008 -0.589 0.913
H 2.424 -0.402 -0.925
H 2.277 0.869 0.091
H 3.783 -2.838 0.731
H 2.245 -2.559 -0.060
N 0.243 2.019 0.118
C 0.078 3.171 0.038
C -0.083 4.537 -0.053
C -1.071 5.166 0.751
N -1.873 5.640 1.431
C 0.754 5.245 -0.960
N 1.460 5.764 -1.710
C -1.216 -0.479 -4.351
S -0.266 0.857 -3.635
C 1.234 0.596 -4.562
O 0.061 0.403 -2.240
H -1.425 -0.244 -5.395
H -2.146 -0.546 -3.790
H -0.649 -1.405 -4.256
H 1.034 0.836 -5.606
H 1.547 -0.441 -4.446
H 1.984 1.278 -4.166
F 0.488 -2.918 -1.229
B -0.418 -2.124 -0.580
F -1.429 -2.917 -0.111
N -5.195 -1.499 1.604
C -4.411 -0.698 0.841
C -3.020 -0.622 1.039
N -2.266 0.176 0.312
C -2.868 0.923 -0.627
C -4.232 0.833 -0.820
N -5.005 0.028 -0.103
H -4.803 -2.143 2.263
H -6.169 -1.569 1.369
H -2.536 -1.243 1.784
H -2.251 1.610 -1.190
H -4.723 1.435 -1.575
*
```